{
  "formula": "C3H4N2",
  "method": "ωB97M-V with the def2-TZVPD basis set",
  "total_energy_ha": -226.15988,
  "fmax_ha_per_bohr": 0.083,
  "lumo_energy_ev": 0.9,
  "homo_lumo_gap_ev": 11.319,
  "molar_mass_g_mol": 68.1,
  "smiles": "C=NCC#N",
  "symbols": ["N", "C", "N", "H", "H", "C", "H", "H", "C"],
  "xyz": [[2.39, -0.64, -1.55], [1.35, -0.85, -1.12], [-0.63, 0.08, 0.18], [-0.31, 1.91, 1.03], [-0.62, -1.41, -1.37], [0.07, 0.99, 0.72], [-0.03, -1.81, 0.15], [1.28, 0.90, 0.77], [0.06, -1.03, -0.52]],
  "nbo_charge": [-0.299, 0.256, -0.373, 0.184, 0.249, -0.035, 0.250, 0.144, -0.376]
}